ORCA calculation (wB97M-V/def2-TZVPD) on a molecular structure, C33H37BrN6O3S8SbSc.

Each line ends with the Löwdin charge.
Geometry (Å):
Sc -1.6577 -0.7151 -0.2839  0.2605
S -1.1138 -0.4289 2.1454  0.5818
C -0.2095 0.9028 1.6161  -1.1577
S 0.3090 0.8807 -0.0088  0.4915
C 0.0269 2.0833 2.3973  -0.3998
C 0.4780 3.2066 1.7138  -0.3174
N 0.9152 4.1769 1.2089  0.1244
C -0.2783 2.2204 3.7706  -0.2447
N -0.4648 2.4212 4.9251  0.1150
S -2.5674 -8.1528 -0.7926  0.4521
C -2.0958 -6.6192 -0.5173  -1.5063
S -0.5585 -5.7925 -0.9148  0.8553
C -1.0903 -4.1801 -0.4336  -1.1569
C -2.4858 -4.0560 -0.0443  -1.1439
S -3.3948 -2.5841 0.2436  0.4804
S -3.2206 -5.5612 0.2649  0.8482
S -0.1035 -2.8315 -0.7108  0.4597
Br 0.7370 -0.4013 -3.2413  0.7505
C -1.1462 -0.4620 -3.6193  -0.6784
C -1.6050 -0.0483 -4.8764  -0.1281
C -2.8812 -0.3717 -5.2926  -0.0600
C -3.7024 -1.1342 -4.4169  -0.0537
C -3.2552 -1.3729 -3.1352  -0.1058
N -2.0701 -0.8217 -2.6864  -0.0348
H -0.9311 0.5759 -5.5311  0.1195
H -3.2905 0.0570 -6.1991  0.1051
H -4.6500 -1.5886 -4.6767  0.1050
H -3.8417 -1.9452 -2.3814  0.0825
C 6.4623 1.0033 0.4881  -0.1549
C 5.0660 1.1193 -0.1212  -0.7035
C 4.2240 2.2605 0.4816  -0.1325
C 5.0845 1.3001 -1.6748  -0.1286
Sb 3.9869 -0.8895 0.2957  1.5398
C 4.7025 -2.7770 -0.8958  -0.7315
C 4.1712 -2.5220 -2.3006  -0.1519
C 6.1939 -2.7627 -0.7355  -0.1668
C 3.9821 -3.9647 -0.2643  -0.1281
C 3.9401 -1.2572 2.6231  -0.6603
C 3.5825 0.1107 3.2705  -0.1131
C 2.7512 -2.2145 2.7972  -0.1360
C 5.3003 -1.8715 3.0258  -0.1399
H 6.9264 2.0259 0.6077  0.0846
H 7.0949 0.3714 -0.1224  0.0508
H 6.4605 0.5030 1.5080  0.0620
H 4.6815 3.1730 0.0784  0.0759
H 4.2654 2.3391 1.5856  0.0675
H 3.1792 2.2474 0.1013  0.0574
H 5.7062 2.1896 -1.8778  0.0804
H 4.0696 1.4685 -2.0566  0.0741
H 5.5114 0.4418 -2.1475  0.0331
H 4.5825 -1.5913 -2.7572  0.0694
H 3.0945 -2.6075 -2.2783  0.0403
H 4.4952 -3.3822 -2.9589  0.0938
H 6.6610 -1.8758 -1.1760  0.0595
H 6.6725 -3.6435 -1.2283  0.0795
H 6.4391 -2.7932 0.3316  0.0566
H 2.9019 -3.7371 -0.3158  0.0455
H 4.3267 -4.2262 0.7948  0.0893
H 4.2243 -4.8046 -0.9565  0.0869
H 2.6289 0.5076 2.9019  0.0659
H 4.3468 0.8859 3.1011  0.0537
H 3.5163 -0.0672 4.3770  0.0942
H 1.8077 -1.7328 2.3765  0.0771
H 2.6244 -2.3270 3.8878  0.0850
H 2.9299 -3.1737 2.3444  0.0464
H 6.1725 -1.2271 2.9039  0.0559
H 5.4918 -2.8050 2.5195  0.0428
H 5.2498 -2.1581 4.0891  0.0731
O -10.7590 3.0719 1.4382  -0.3636
S -9.6478 3.4117 2.2910  0.3934
O -9.1258 2.2724 3.0443  -0.3695
O -9.5123 4.6124 3.0683  -0.3572
C -8.5166 4.0092 0.9948  -0.3626
N -8.8482 5.0328 0.2126  0.1191
C -7.8461 5.5744 -0.4679  -0.1206
C -6.6265 4.9143 -0.5744  -0.0100
C -6.4579 3.7301 0.1358  -0.2286
N -7.3775 3.3567 1.0145  0.1484
C -5.2974 2.8513 0.0558  -0.1318
C -5.2763 1.7485 0.8888  0.0138
C -4.2220 0.8788 0.8882  -0.0892
N -3.2508 1.0006 -0.0834  -0.0345
C -3.2580 2.1009 -0.8947  -0.1129
C -4.2924 2.9917 -0.9096  0.0006
H -8.1223 6.5033 -1.0129  0.1146
H -5.8155 5.4198 -1.0422  0.0890
H -6.1715 1.6101 1.5555  0.1463
H -4.1761 0.0078 1.5641  0.0989
H -2.4612 2.1564 -1.6067  0.0989
H -4.2990 3.7518 -1.7059  0.1207

Results
total energy = -233870.1780 eV
HOMO = -2.695 eV
HOMO-LUMO gap = 5.221 eV
ΔE to the lowest compared entry with this formula, charge and spin = 56.8 kJ/mol
lowest unoccupied orbital energy = 2.53 eV
M = 1068.9 g mol⁻¹
charge = -2

---

ORCA calculation (wB97M-V/def2-TZVPD) on a molecular structure, C33H37Cl4N3O2S3.

Each line ends with the Löwdin charge.
Geometry (Å):
C 8.1092 0.5055 2.1500  0.1555
C 6.9170 0.5232 1.9787  -0.0867
C 5.4885 0.5217 1.8431  -0.1103
C 4.8410 1.4782 0.9750  -0.1965
O 5.5639 2.3973 0.2688  -0.0395
C 6.5336 1.8878 -0.6612  -0.1243
C 6.1222 0.6032 -1.3647  -0.1709
O 6.7503 0.6581 -2.6445  -0.1523
C 6.5149 -0.5054 -3.4113  -0.2796
C 7.6168 -1.5513 -3.2237  -0.0723
C 3.4767 1.5375 0.8577  -0.0749
C 2.8314 2.5736 -0.0338  -0.1134
C 1.5079 3.1851 0.4571  -0.2446
C 0.2335 2.5079 -0.0919  -0.4725
S -0.8962 3.7485 -0.7783  0.9527
C -2.4249 2.9298 -0.9006  -1.1302
S -3.7212 3.7620 -1.4106  0.7055
N -2.3751 1.5391 -0.5501  -0.0992
C -2.7308 1.2787 0.8270  -0.2564
C -3.4521 2.1407 1.6428  -0.0311
C -3.7669 1.7609 2.9397  -0.1713
C -3.3649 0.5355 3.4509  -0.1390
C -2.6365 -0.3274 2.6426  -0.0900
C -2.3263 0.0530 1.3468  -0.0363
C -3.1738 0.7189 -1.4420  -0.2653
C -2.5595 0.0749 -2.5047  -0.0171
C -3.2829 -0.7428 -3.3598  -0.0815
C -4.6427 -0.9340 -3.1688  -0.0897
C -5.2679 -0.2716 -2.1128  -0.0583
C -4.5412 0.5349 -1.2578  -0.0358
C 2.7471 0.5958 1.6407  -0.2638
N 1.4229 0.4903 1.7032  -0.2141
S 1.0444 -0.6996 2.6961  1.0394
N 2.5247 -1.1783 3.1243  -0.2168
C 3.3750 -0.3924 2.4861  -0.3099
C 4.7987 -0.4104 2.5724  -0.1476
C 5.4689 -1.4282 3.4427  -0.0241
H 9.0948 0.7154 2.4899  0.0397
H 6.7274 2.6638 -1.3970  0.1346
H 7.4706 1.7179 -0.1350  0.1016
H 5.0431 0.5207 -1.5187  0.1336
H 6.5471 -0.2518 -0.8314  0.1262
H 5.5599 -0.9735 -3.1484  0.1145
H 6.4631 -0.2097 -4.4589  0.1155
H 7.4862 -2.0420 -2.2597  0.0668
H 7.5603 -2.2869 -4.0235  0.0727
H 8.5828 -1.0504 -3.2298  0.0770
H 2.7049 2.2221 -1.0611  0.1264
H 3.5471 3.3903 -0.0907  0.1143
H 1.4999 4.2154 0.0880  0.0825
H 1.4681 3.2797 1.5402  0.1164
H 0.5089 1.7428 -0.8133  0.0791
H -0.2873 2.0402 0.7323  0.0386
H -3.7724 3.1068 1.2804  0.0883
H -4.3468 2.4072 3.5818  0.0889
H -3.6243 0.2160 4.4501  0.0992
H -2.3195 -1.3037 2.9822  0.0997
H -1.7549 -0.6204 0.7183  0.1201
H -1.4954 0.2244 -2.6429  0.1148
H -2.7718 -1.2277 -4.1819  0.0998
H -5.2275 -1.5790 -3.8085  0.0389
H -6.3324 -0.4169 -1.9881  0.1073
H -5.0592 1.0273 -0.4462  0.1089
H 6.1918 -0.9643 4.1105  0.0861
H 6.0124 -2.1451 2.8228  0.0950
H 4.7408 -2.0006 4.0098  0.0715
Cl -6.9268 -3.4741 -4.5715  0.5583
C -5.2992 -4.1030 -4.9437  -0.6642
C -5.2597 -5.6093 -4.9523  -0.6665
Cl -5.4896 -6.2972 -3.3251  0.5409
H -4.6058 -3.6927 -4.2132  0.0541
H -5.0306 -3.7242 -5.9289  0.0775
H -4.2862 -5.9455 -5.3056  0.0721
H -6.0264 -6.0228 -5.6023  0.0670
Cl -6.6021 -2.3485 4.6765  0.5367
C -7.3856 -0.8196 5.1527  -0.6649
C -7.8239 -0.0090 3.9606  -0.6387
Cl -6.4280 0.6186 3.0430  0.6532
H -6.6850 -0.2652 5.7723  0.0662
H -8.2524 -1.0806 5.7576  0.0713
H -8.4025 0.8505 4.2959  0.0726
H -8.4396 -0.5960 3.2836  0.0682

Results
total energy = -125979.2704 eV
HOMO = -8.363 eV
HOMO-LUMO gap = 7.660 eV
lowest unoccupied orbital energy = -0.70 eV
M = 745.7 g mol⁻¹

---

- Look up the M of the first one.
  1068.9 g mol⁻¹